Entry 1:
140
Properties=species:S:1:pos:R:3 method="wB97M-V/def2-TZVPD" molar_mass_da=1217.1 homo_energy_ev=-4.085 lumo_energy_ev=0.71 e_tot_ha=-7595.35166 total_charge=-1
C -3.517 -0.781 5.115
C -2.972 0.142 4.240
C -2.893 0.235 2.718
C -3.564 -0.825 1.777
C -3.039 -2.171 2.405
O -3.520 -3.317 2.350
O -1.865 -2.156 2.983
C -5.124 -0.597 1.669
C -5.799 -0.155 3.039
I -6.281 -2.531 1.613
C -5.631 0.476 0.589
C -6.018 1.868 1.282
O -5.168 2.528 1.927
O -7.182 2.359 1.284
C -6.996 0.002 -0.081
C -7.638 0.860 -1.209
F -8.048 -0.128 0.831
N -4.690 0.870 -0.512
Br -5.002 2.663 -1.200
C -3.214 0.529 -0.487
C -2.442 1.799 -0.027
C -0.973 1.752 0.484
N -0.579 2.329 1.541
C -2.813 0.265 -1.991
O -2.548 1.408 -2.800
C -3.277 1.451 -4.018
C -2.501 0.695 -5.165
C -2.907 -0.830 0.293
C -1.373 -1.178 0.345
C -0.894 -2.663 0.237
C 0.530 -2.785 0.915
C 1.537 -1.696 0.442
O 2.856 -2.031 0.912
C 2.932 -1.941 2.328
C -3.446 -2.041 -0.550
O -4.758 -1.865 -1.134
C -4.902 -2.619 -2.330
C -4.854 -4.180 -2.061
H -4.421 -0.491 5.700
H -3.112 -1.789 5.325
H -2.505 1.025 4.755
H -1.797 0.358 2.542
H -3.314 1.234 2.464
H -6.888 0.011 2.941
H -5.344 0.731 3.514
H -5.697 -0.980 3.779
H -6.883 -0.973 -0.612
H -7.060 0.728 -2.161
H -7.756 1.939 -1.022
H -8.658 0.448 -1.382
H -5.059 0.386 -1.345
H -2.281 2.573 -0.821
H -2.971 2.396 0.756
H -0.159 1.255 -0.087
H -1.390 2.793 1.977
H -3.574 -0.334 -2.558
H -1.909 -0.383 -2.094
H -4.346 1.153 -3.934
H -3.285 2.526 -4.324
H -1.425 0.633 -4.898
H -2.967 -0.298 -5.324
H -2.549 1.334 -6.077
H -0.776 -0.650 -0.440
H -0.874 -0.821 1.275
H -0.737 -2.940 -0.833
H -1.530 -3.424 0.723
H 0.357 -2.750 2.012
H 0.893 -3.812 0.672
H 1.603 -1.735 -0.670
H 1.236 -0.668 0.743
H 2.472 -2.821 2.836
H 3.998 -1.925 2.654
H 2.458 -1.009 2.722
H -3.484 -2.992 0.015
H -2.800 -2.247 -1.444
H -4.208 -2.295 -3.141
H -5.937 -2.408 -2.696
H -4.926 -4.326 -0.964
H -5.730 -4.647 -2.551
H -3.914 -4.580 -2.493
O 0.503 2.334 -5.057
S 1.342 3.112 -4.195
O 1.483 2.796 -2.807
O 0.945 4.655 -4.339
C -0.423 5.023 -4.088
C -0.763 4.992 -2.609
C 2.956 3.223 -4.903
H -1.099 4.384 -4.662
H -0.544 6.040 -4.464
H -0.713 3.977 -2.214
H -1.773 5.369 -2.439
H -0.055 5.596 -2.040
H 2.865 3.494 -5.952
H 3.421 2.244 -4.805
H 3.530 3.964 -4.353
O 6.103 -3.464 1.948
S 6.203 -4.047 0.644
O 5.315 -5.083 0.213
O 7.716 -4.533 0.409
C 8.287 -5.452 1.353
C 7.729 -6.855 1.189
C 6.180 -2.762 -0.563
H 8.146 -5.087 2.373
H 9.359 -5.468 1.164
H 6.667 -6.890 1.433
H 8.247 -7.553 1.848
H 7.835 -7.192 0.157
H 6.878 -1.983 -0.265
H 5.163 -2.370 -0.596
H 6.450 -3.183 -1.529
O -3.943 8.330 0.189
S -3.884 8.213 1.618
O -3.017 7.272 2.256
O -5.365 8.033 2.188
C -6.162 6.936 1.689
C -5.717 5.597 2.242
C -3.575 9.807 2.313
H -6.157 6.934 0.597
H -7.187 7.131 2.006
H -4.718 5.337 1.893
H -6.395 4.801 1.926
H -5.682 5.623 3.332
H -4.250 10.529 1.860
H -2.541 10.064 2.090
H -3.720 9.754 3.390
O 11.386 -4.240 1.132
S 12.430 -4.659 0.245
O 13.224 -5.818 0.519
O 13.402 -3.416 -0.036
C 14.010 -2.764 1.090
C 15.124 -3.594 1.699
C 11.775 -4.808 -1.387
H 13.252 -2.511 1.836
H 14.422 -1.825 0.719
H 14.738 -4.514 2.137
H 15.633 -3.035 2.486
H 15.851 -3.879 0.936
H 11.196 -3.918 -1.620
H 11.136 -5.690 -1.401
H 12.599 -4.936 -2.085

Entry 2:
118
Properties=species:S:1:pos:R:3 method="wB97M-V/def2-TZVPD" molar_mass_da=1460.8 homo_energy_ev=-10.790 lumo_energy_ev=-9.74 e_tot_ha=-10879.70100 total_charge=+2
C 3.747 2.038 1.656
C 5.014 1.358 1.139
O 5.271 0.312 2.029
C 6.494 -0.363 1.825
C 6.230 -1.862 1.630
O 5.427 -1.988 0.445
C 4.153 -2.347 0.700
C 3.513 -1.950 1.855
C 2.217 -2.286 2.118
N 1.585 -1.863 3.312
C 1.543 -3.035 1.178
C 0.121 -3.354 1.530
C -0.815 -2.230 0.966
C -1.489 -1.441 2.096
C -1.637 0.052 1.732
O -1.972 0.231 0.311
C -1.815 1.463 -0.152
C -2.763 1.851 -1.304
O -0.994 2.280 0.208
N 2.146 -3.414 0.036
C 1.414 -4.170 -0.975
O 1.787 -5.533 -1.065
O 2.449 -5.945 0.114
C 3.440 -3.091 -0.227
C 4.093 -3.488 -1.519
C 3.992 -2.347 -2.551
O 5.043 -1.440 -2.353
C 4.966 -0.288 -3.133
C 3.803 0.641 -2.923
O 5.828 -0.080 -3.926
H 3.431 2.830 0.984
H 2.992 1.261 1.745
H 3.950 2.452 2.639
H 4.804 1.007 0.119
H 5.829 2.080 1.073
H 6.893 -0.004 0.872
H 7.333 -0.128 2.610
H 7.259 -2.359 1.394
H 5.839 -2.392 2.521
H 4.071 -1.364 2.569
H 1.003 -1.058 3.079
H 2.315 -1.464 3.914
H -0.165 -4.339 1.166
H 0.051 -3.268 2.620
H -1.536 -2.613 0.252
H -0.207 -1.508 0.422
H -2.492 -1.828 2.269
H -0.897 -1.472 3.001
H -2.484 0.405 2.284
H -0.703 0.590 2.100
H -2.401 2.764 -1.783
H -2.700 1.071 -2.059
H -3.826 1.985 -0.950
H 0.344 -4.130 -0.806
H 1.586 -3.689 -1.933
H 3.289 -6.320 -0.193
H 5.152 -3.632 -1.335
H 3.712 -4.425 -1.909
H 4.009 -2.808 -3.540
H 3.000 -1.898 -2.447
H 3.541 1.099 -3.867
H 2.941 0.133 -2.502
H 4.115 1.372 -2.179
C 7.267 -1.246 8.053
F 8.464 -0.670 8.111
F 7.441 -2.576 8.031
F 6.598 -0.943 9.165
S 6.362 -0.677 6.563
O 7.153 -1.109 5.445
O 6.226 0.736 6.724
N 5.026 -1.534 6.790
S 3.883 -1.397 5.729
O 4.145 -1.987 4.414
O 3.171 -0.153 5.694
C 2.720 -2.583 6.511
F 2.377 -2.191 7.728
F 3.259 -3.804 6.611
F 1.596 -2.691 5.772
Cs -4.975 2.704 0.403
Cl 8.833 -0.150 3.374
Br 0.524 3.947 -2.880
C 0.227 5.802 -2.324
C -1.232 6.065 -2.061
Br -2.189 6.226 -3.730
H 0.637 6.433 -3.105
H 0.818 5.930 -1.416
H -1.363 7.015 -1.545
H -1.711 5.275 -1.488
N -5.665 7.603 -1.559
O -6.239 7.287 -2.605
O -5.613 6.784 -0.614
O -5.126 8.703 -1.442
C -10.902 1.422 -6.584
C -9.591 1.683 -5.860
N -9.666 1.466 -4.425
C -8.504 1.956 -3.716
C -7.148 1.286 -3.996
C -10.154 0.162 -4.010
C -9.386 -1.081 -4.483
H -11.705 2.033 -6.172
H -10.795 1.673 -7.639
H -11.200 0.374 -6.531
H -9.324 2.730 -6.031
H -8.799 1.082 -6.336
H -8.705 1.907 -2.640
H -8.406 3.022 -3.940
H -7.068 0.312 -3.512
H -6.346 1.913 -3.591
H -6.955 1.165 -5.061
H -11.189 0.068 -4.343
H -10.220 0.147 -2.919
H -9.095 -1.015 -5.532
H -10.019 -1.964 -4.377
H -8.492 -1.261 -3.887
Cs 8.426 -3.566 1.442
K 1.492 4.347 -0.383
Cl -1.146 1.765 3.492
Mg -0.558 -4.481 3.804

Entry 3:
11
Properties=species:S:1:pos:R:3 method="wB97M-V/def2-TZVPD" molar_mass_da=299.7 homo_energy_ev="-3.972 / -3.972" lumo_energy_ev="2.82 / 2.82" e_tot_ha=-3329.24846 relative_energy_kcal_mol=39.93 total_charge=-1
C 1.003 0.988 -0.581
C -0.495 -1.803 0.678
O -1.205 1.920 0.807
O -1.406 1.176 -1.724
P -0.789 1.171 -0.422
Cl 1.317 2.653 -1.316
Cl 1.485 -0.319 -1.511
Cl 1.528 1.077 1.138
Cl 1.092 -2.175 1.468
Cl -0.773 -3.111 -0.475
Cl -1.757 -1.578 1.938

Entry 4:
61
Properties=species:S:1:pos:R:3 method="wB97M-V/def2-TZVPD" molar_mass_da=728.0 homo_energy_ev="-13.485 / -13.503" lumo_energy_ev="-8.44 / -8.52" e_tot_ha=-5146.75704 relative_energy_kcal_mol=18.75 total_charge=+2
Ru 0.197 -1.547 0.880
C -0.686 -0.080 3.916
O -0.734 0.081 2.460
C -1.175 1.212 1.897
C -1.784 2.259 2.550
C -2.260 3.325 1.803
Br -3.110 4.735 2.668
C -2.141 3.361 0.410
C -1.529 2.334 -0.266
C -1.001 1.229 0.477
O -0.392 0.249 -0.078
C -1.437 2.375 -1.727
N -0.894 1.454 -2.517
C -1.004 1.829 -3.856
C -0.597 1.218 -5.036
C -0.881 1.892 -6.203
C -1.545 3.133 -6.200
C -1.947 3.736 -5.028
C -1.659 3.049 -3.855
N -1.906 3.347 -2.512
H -1.255 0.689 4.418
H 0.342 -0.044 4.230
H -1.112 -1.052 4.135
H -1.913 2.274 3.623
H -2.542 4.217 -0.121
H -0.447 0.639 -2.128
H -0.077 0.266 -5.038
H -0.581 1.459 -7.150
H -1.743 3.624 -7.143
H -2.455 4.694 -5.023
H -2.371 4.182 -2.198
O 1.913 -3.005 0.335
C 2.544 -2.423 1.245
N 1.822 -1.636 2.081
S 2.804 -0.315 2.531
O 2.588 0.705 1.539
O 2.652 0.029 3.907
C 4.295 -1.223 2.255
C 5.571 -0.959 2.698
C 6.556 -1.887 2.372
C 6.262 -3.033 1.639
C 4.965 -3.287 1.199
C 3.988 -2.368 1.525
H 5.807 -0.072 3.274
H 7.573 -1.711 2.701
H 7.052 -3.741 1.416
H 4.713 -4.184 0.643
Cl -3.956 -0.465 -2.445
C -3.103 -1.332 -1.229
C -2.027 -2.098 -1.575
C -1.303 -2.769 -0.574
C -1.710 -2.684 0.782
C -0.791 -3.185 1.768
C -2.860 -1.904 1.090
C -3.539 -1.246 0.110
H -1.753 -2.205 -2.617
H -0.528 -3.465 -0.853
H -0.220 -4.068 1.518
H -1.050 -3.092 2.812
H -3.204 -1.855 2.117
H -4.422 -0.663 0.348